# 1
C2H3N4O | the ωB97M-V functional and the def2-TZVPD basis

Properties
E_tot	-10126.53396	eV
net charge	-1

Last column: Löwdin charge in e.
Element x y z (Å)
N (-2.1514, -0.1789, 0.1412)  -0.10
O (-0.7487, 2.3900, 0.3166)  -0.36
H (2.1533, -0.5809, 0.4320)  0.08
H (1.2307, 1.1986, 0.2911)  0.08
N (-1.0529, 0.5266, 0.2099)  -0.07
C (-0.0291, -0.3729, 0.0712)  -0.48
N (-0.5648, -1.5729, -0.1464)  -0.01
H (1.6917, -0.1254, -1.1482)  0.08
N (-1.8840, -1.3781, -0.0866)  -0.14
C (1.3551, 0.0940, -0.0807)  -0.09



# 2
C8H14N2O4 | the ωB97M-V functional and the def2-TZVPD basis

Properties
SMILES	O=C(O)[C@H](CO)NC(=O)[C@@H]1CCCN1
E_tot	-19692.10982	eV
net charge	0

Last column: Löwdin charge in e.
Element x y z (Å)
C (2.7230, -0.0206, 1.0756)  -0.15
H (1.6953, -1.7060, -0.7920)  0.14
O (-1.3854, 2.6687, 0.7613)  0.13
O (-0.6516, -2.4149, -1.1096)  0.12
H (-1.8194, -0.6319, -1.9888)  0.14
C (-1.9772, 0.4918, -0.2701)  -0.19
C (-1.4171, 1.9145, -0.1595)  -0.47
N (1.6948, 0.2793, -1.1293)  -0.02
H (0.5837, 0.0130, 1.6948)  0.13
H (3.4296, -0.8257, 0.9613)  0.09
N (-1.1785, -0.2063, -1.3467)  0.07
C (-2.3060, -0.3223, 0.9331)  -0.23
H (1.2438, -1.6822, 1.5871)  0.12
H (2.6411, 1.9062, -0.2095)  0.11
C (2.7176, 0.8253, -0.2571)  -0.18
C (1.3095, -0.6772, 1.0699)  -0.13
H (0.9225, 0.8721, -1.4323)  0.09
O (-0.9050, 2.2874, -1.3834)  0.05
C (1.1045, -0.8534, -0.5016)  -0.27
H (3.6898, 0.6467, -0.7110)  0.10
H (-1.4149, -0.9100, 1.3508)  0.13
H (-2.7058, 0.4268, 1.7437)  0.17
H (2.9474, 0.4559, 2.0504)  0.11
H (-3.2119, -2.1127, 0.9295)  0.11
H (-1.0754, 1.4229, -1.8883)  0.09
C (-0.3128, -1.2648, -0.9412)  -0.38
O (-3.3411, -1.2060, 0.6017)  -0.05
H (-3.0006, 0.6233, -0.6390)  0.17



# 3
C23H31BiN6O4PSSe3Te | the ωB97M-V functional and the def2-TZVPD basis

Properties
E_tot	-270783.09769	eV
net charge	-1

Last column: Löwdin charge in e.
Element x y z (Å)
H (-4.5395, -2.1172, 1.3380)  0.08
H (-1.0399, 0.2993, 5.4153)  0.11
H (-1.3252, -3.8271, -0.2398)  0.07
C (1.7603, -1.9880, 2.5917)  -0.04
Se (-0.5851, 5.1656, 0.5346)  -0.09
C (2.5249, 4.4220, -2.2564)  -0.10
Se (-1.4998, 3.1619, -3.1879)  -0.24
C (-3.4305, 0.2971, -2.2344)  -0.12
O (-2.5883, 2.5901, 1.7446)  -0.17
C (4.0940, 2.1188, -2.6680)  -0.02
C (0.2119, -2.0270, 4.8899)  -0.06
H (-3.1988, 0.6789, -3.2319)  0.06
C (-1.9919, -2.0344, 1.8297)  -0.10
H (2.3610, -1.9666, 1.6937)  0.09
H (3.6501, -0.8067, -0.1962)  0.09
H (-3.2047, 1.0758, -1.5092)  0.06
H (0.5112, -2.0035, -2.7781)  0.09
H (-2.8401, -1.7769, -3.8423)  0.09
H (2.1642, 4.1121, -3.2395)  0.06
N (-0.4592, -2.0382, -0.9050)  -0.29
H (2.2540, -4.0018, 3.0691)  0.09
N (-2.2873, 3.0784, 0.7020)  -0.35
H (5.3003, -0.9859, -2.0417)  0.09
H (-0.9302, -2.2546, 1.7226)  0.07
H (-2.2986, -2.8711, -2.5660)  0.06
C (1.0390, -0.8231, 2.9414)  -0.12
N (1.8873, 0.3032, 1.0292)  0.08
H (3.5444, 4.8127, -2.3195)  0.09
C (3.7793, 0.0017, -0.9028)  -0.05
C (4.7015, -0.0907, -1.9337)  -0.10
C (2.9923, 1.1335, -0.7478)  -0.19
O (-1.3192, 0.2885, -0.1103)  -0.42
H (-4.5028, 0.0710, -2.1876)  0.08
C (1.6936, -3.1218, 3.3610)  -0.10
C (0.5671, -1.5092, -1.8025)  -0.09
H (-4.5289, -1.4671, -0.3027)  0.06
H (-4.0683, -0.4297, 1.0661)  0.09
N (-2.6360, -1.9126, 0.5127)  -0.29
Te (-2.1768, 6.0483, -1.1848)  0.24
H (-0.3717, -3.9708, -1.7309)  0.08
H (-0.9493, 2.3436, 4.0430)  0.12
H (0.4376, -0.4384, -1.9669)  0.04
H (-2.0840, -1.1079, 2.4053)  0.09
H (4.2065, 2.9336, -3.3663)  0.10
H (1.5610, -1.6682, -1.3763)  0.07
C (-0.4486, 0.3295, 4.5065)  -0.03
H (-0.3941, -2.0251, 5.7894)  0.11
C (0.3425, 1.5200, 2.5310)  -0.36
C (-4.0156, -1.4451, 0.6565)  -0.10
C (-2.9613, -2.0373, -2.7875)  -0.10
H (0.4448, -3.7808, -0.1715)  0.08
H (-2.4612, -2.8485, 2.3859)  0.09
O (2.4673, 3.3293, -1.3455)  -0.20
C (0.9045, -3.1518, 4.5243)  -0.11
H (0.8514, -4.0495, 5.1268)  0.09
C (-0.4054, 1.4516, 3.7635)  0.00
C (0.2680, -0.8513, 4.1168)  -0.20
H (-3.9955, -2.3716, -2.6328)  0.08
Se (-1.0073, 5.5413, -3.3088)  -0.19
C (-0.4323, -3.4788, -0.7522)  -0.12
N (2.0269, 1.3166, 0.2964)  -0.05
S (0.1382, 1.9858, -3.9349)  -0.27
N (-2.6428, -0.8950, -1.9585)  -0.30
Bi (-0.1782, 2.5540, -0.3473)  1.42
H (1.8621, 5.1813, -1.8488)  0.06
C (4.8468, 0.9627, -2.8245)  -0.09
H (5.5555, 0.8979, -3.6399)  0.10
C (3.1884, 2.2173, -1.6186)  -0.26
P (-1.7359, -1.0526, -0.5977)  0.51
O (0.3200, 2.6257, 1.8793)  -0.31
C (1.0762, 0.3767, 2.1306)  -0.16



# 4
C29H45FP2Sm | the ωB97M-V functional and the def2-TZVPD basis

Properties
<S²>	8.78
E_tot	-69992.69524	eV
net charge	+1
multiplicity	6

Last column: Mulliken spin population.
Element x y z (Å)
H (2.1167, 3.1435, 2.8003)  0.00
H (1.3673, 1.7182, 3.5489)  0.00
H (-7.7094, -0.1999, 0.0643)  0.00
H (-4.5775, 4.0240, -0.4633)  0.00
H (-4.0449, -1.4670, -4.7680)  0.00
H (-3.0758, -2.5007, 0.1469)  0.00
C (0.5866, 1.7173, -0.7400)  -0.02
H (-4.4484, -1.8624, -0.6944)  0.00
P (-3.1699, 2.0736, 0.0549)  0.00
H (3.0030, 1.5996, 2.8891)  0.00
P (-5.6824, 0.7899, -0.5881)  0.00
H (-3.6774, 3.4470, 2.0582)  0.00
C (0.8639, 4.0114, 0.4517)  -0.01
C (-0.8788, 0.0671, 4.0080)  0.01
C (-3.6763, 3.5570, -0.8756)  0.00
H (-4.6294, 0.6557, 1.5452)  0.00
H (-1.9612, 3.8188, 1.6709)  0.00
C (-4.7751, 1.4369, 0.7737)  0.00
C (0.9364, -0.7634, -1.4191)  0.00
H (-2.6980, -0.3539, 0.4295)  0.03
C (-6.8286, 2.0671, -1.1701)  0.00
H (0.7175, 3.0925, -2.3697)  0.00
H (-0.9240, 1.1657, 4.1173)  0.00
H (0.9323, 4.4461, -0.5541)  0.00
H (1.6857, 4.4133, 1.0575)  0.00
C (-3.3556, -1.9592, -0.7700)  0.00
H (-0.0742, 4.3736, 0.9008)  0.00
H (-6.4535, 3.0805, -0.9879)  0.00
C (1.4600, 0.3257, 0.8857)  0.00
C (-3.7071, -1.2365, -3.7458)  0.00
C (-0.2898, -0.6981, 5.0451)  0.00
H (-5.7355, -0.4980, -3.6693)  0.00
C (-1.4113, -0.5885, 2.8972)  -0.02
H (2.9763, -0.6926, 1.9972)  0.00
C (-2.8883, -2.7926, -1.9344)  0.00
H (-2.5340, 0.9908, -2.2399)  0.00
H (-2.8601, 4.2847, -0.7807)  0.00
H (1.3278, -1.1219, 2.4730)  0.00
C (-0.8514, -2.7381, 3.8104)  0.00
C (-2.6865, -0.5701, -0.6823)  0.02
C (0.9529, 2.5302, 0.3846)  0.00
H (-6.7791, -1.3309, -0.9518)  0.00
C (-1.4349, -1.9664, 2.7870)  0.00
C (0.1073, 2.2358, -2.0476)  0.01
F (0.3220, -2.8335, 5.8786)  0.00
H (0.1388, -0.2181, 5.9295)  0.00
H (-5.3800, -1.6019, -2.3774)  0.00
H (0.1658, 1.4606, -2.8225)  0.00
H (-1.8866, -2.4652, 1.9184)  0.00
H (-7.7703, 1.9186, -0.6275)  0.00
H (-0.9353, 2.5849, -2.0057)  0.00
H (-3.8208, 3.3624, -1.9443)  0.00
C (1.4918, 1.6612, 1.3923)  -0.02
C (2.0153, 2.0544, 2.7226)  -0.01
H (-0.8417, -3.8285, 3.7617)  0.00
H (-0.0711, -1.0758, -1.7283)  0.00
H (-2.9920, -0.4056, -3.8496)  0.00
H (-2.5660, -3.0975, -3.9912)  0.00
C (-4.6647, 0.4761, -2.0852)  0.00
H (-7.0006, 1.9211, -2.2444)  0.00
C (1.9607, -0.8673, 1.6120)  0.00
H (1.4294, -1.6496, -1.0017)  0.00
C (-3.0068, -2.4559, -3.2226)  0.00
H (1.9801, -1.7423, 0.9534)  0.00
C (-3.2710, 0.5800, -1.5300)  -0.03
C (-6.7076, -0.6045, -0.1375)  0.00
C (0.9223, 0.3577, -0.4399)  0.00
H (-2.4166, -3.7428, -1.6567)  0.00
H (-4.8488, 1.3511, -2.7359)  0.00
H (-5.3485, 2.2550, 1.2423)  0.00
H (-2.4378, 2.3791, 2.6932)  -0.01
H (-6.3191, -1.0876, 0.7674)  0.00
Sm (-1.0749, 1.1580, 1.3296)  5.08
H (1.4726, -0.4776, -2.3389)  0.00
C (-0.2862, -2.0786, 4.8994)  0.00
C (-2.7037, 3.0157, 1.8038)  0.01
H (-1.6174, -0.6707, -0.9533)  -0.01
C (-4.9475, -0.7675, -2.9463)  0.00



# 5
C3H4N2O | the ωB97M-V functional and the def2-TZVPD basis

Properties
SMILES	[H]/N=C/OCC#N
E_tot	-8202.07941	eV
net charge	0

Last column: Löwdin charge in e.
Element x y z (Å)
C (-1.0221, 0.6561, -0.5510)  -0.17
H (-1.3433, 1.5996, -0.0989)  0.13
H (0.5673, -0.6619, 0.8947)  0.11
N (-1.8870, -1.3336, 0.9295)  0.17
H (2.7805, -0.7837, 0.6797)  0.05
N (2.3884, -0.1448, -0.0088)  0.12
H (-1.4507, 0.5896, -1.5541)  0.14
C (1.1401, -0.1135, 0.1435)  -0.31
C (-1.5576, -0.4495, 0.2616)  -0.20
O (0.3845, 0.6418, -0.6961)  -0.05